# 1
{
  "formula": "C3H6N5",
  "method": "ωB97M-V with the def2-TZVPD basis set",
  "species": ["C", "C", "C", "N", "N", "N", "N", "N", "H", "H", "H", "H", "H", "H"],
  "xyz": [[0.0151, 1.3682, 0.0515], [1.3753, -0.7782, -0.0493], [-0.9290, -1.1774, 0.2890], [-1.8031, -0.3264, 0.0269], [-2.6548, 0.4078, -0.1647], [-0.7446, 2.2161, 0.2485], [0.2317, -1.4879, -0.4622], [1.0820, 0.7381, -0.1173], [1.7986, -0.9433, 0.9367], [2.0400, -0.8955, -0.7846], [-0.8080, -1.5166, 1.2631], [-1.6158, 2.4616, 0.5978], [0.0647, -1.3689, -1.4301], [1.9480, 1.3023, -0.4052]],
  "homo_ev": -13.068,
  "e_above_lowest_ev": 4.784,
  "e_tot_ev": -10647.50284,
  "charge": 1
}

***

# 2
{
  "formula": "C17H37B3Cl35NO3",
  "method": "ωB97M-V with the def2-TZVPD basis set",
  "species": ["N", "B", "O", "B", "O", "B", "Cl", "O", "H", "H", "H", "C", "Cl", "Cl", "H", "H", "C", "Cl", "Cl", "H", "H", "C", "Cl", "Cl", "H", "H", "C", "Cl", "Cl", "H", "H", "C", "Cl", "Cl", "H", "H", "C", "Cl", "Cl", "H", "H", "C", "Cl", "Cl", "H", "H", "C", "Cl", "Cl", "H", "H", "C", "Cl", "Cl", "H", "H", "C", "Cl", "Cl", "H", "H", "C", "Cl", "Cl", "H", "H", "C", "Cl", "Cl", "H", "H", "C", "Cl", "Cl", "H", "H", "C", "Cl", "Cl", "H", "H", "C", "Cl", "Cl", "H", "H", "C", "Cl", "Cl", "H", "H", "C", "Cl", "Cl", "H", "H"],
  "xyz": [[-0.4307, 1.7804, 1.2139], [0.4887, 2.7340, 0.4484], [0.4823, 4.2149, 0.7050], [1.8076, 4.4245, 1.3871], [2.9980, 3.9956, 0.5754], [2.8014, 2.5838, 0.1227], [3.9973, 1.1871, 0.3904], [1.4984, 2.2865, -0.5710], [0.1345, 1.5343, 2.0809], [-0.5314, 0.8643, 0.7168], [1.8787, 4.8465, 2.4891], [-1.8140, 4.8557, -1.9674], [-2.4816, 3.6456, -0.8651], [-2.9857, 5.2934, -3.2165], [-1.5512, 5.7500, -1.3970], [-0.9203, 4.4471, -2.4453], [4.2982, 5.0339, 4.3331], [4.1628, 3.5029, 3.4598], [3.4730, 4.9507, 5.8943], [5.3550, 5.2557, 4.5007], [3.8454, 5.8270, 3.7332], [-0.0850, 3.0424, 5.9063], [1.2032, 2.9203, 7.1107], [0.4480, 2.4209, 4.3396], [-0.9456, 2.4607, 6.2457], [-0.3697, 4.0915, 5.7949], [0.2435, -1.4514, 2.5641], [-0.6783, -0.9269, 3.9783], [1.6016, -0.3640, 2.2508], [0.6281, -2.4584, 2.7435], [-0.4154, -1.4581, 1.6924], [1.9380, -4.8615, 0.6107], [2.7230, -3.9636, 1.9155], [0.3665, -4.1579, 0.2104], [2.5768, -4.8327, -0.2754], [1.7938, -5.8971, 0.9281], [-2.1196, 5.1598, 3.0137], [-1.3346, 6.0577, 4.3184], [-3.6912, 5.8633, 2.6133], [-1.4808, 5.1886, 2.1275], [-2.2638, 4.1242, 3.3310], [-0.7406, -7.1161, -2.3033], [-0.7264, -5.4724, -2.9537], [0.6790, -7.4123, -1.2922], [-1.6416, -7.2523, -1.7002], [-0.7410, -7.8271, -3.1330], [-3.8020, -3.5406, 0.2146], [-2.6979, -2.3633, 0.9355], [-2.9232, -4.7176, -0.7690], [-4.3305, -4.0678, 1.0127], [-4.5204, -3.0137, -0.4181], [-5.6845, 0.1458, 0.6277], [-4.0899, 0.5385, -0.0265], [-5.8974, -1.6026, 0.7780], [-5.7863, 0.6028, 1.6151], [-6.4513, 0.5414, -0.0427], [8.0501, 6.2995, 2.5137], [7.9148, 4.7685, 1.6404], [7.2250, 6.2163, 4.0748], [9.1070, 6.5213, 2.6812], [7.5974, 7.0926, 1.9137], [-5.6498, 0.4871, 4.8955], [-5.2233, 1.8717, 3.8826], [-4.5696, -0.8791, 4.5929], [-5.5708, 0.7771, 5.9461], [-6.6760, 0.1856, 4.6722], [0.4411, -2.9572, -6.2710], [0.3057, -4.4882, -7.1443], [-0.3840, -3.0404, -4.7098], [1.4979, -2.7354, -6.1034], [-0.0117, -2.1641, -6.8710], [4.7404, 1.6276, -3.3244], [5.6128, 0.3311, -4.1507], [5.7351, 3.0834, -3.1975], [3.8351, 1.8634, -3.8891], [4.4716, 1.2916, -2.3199], [5.3747, -5.9873, -0.4276], [4.7071, -7.1974, 0.6746], [4.2029, -5.5495, -1.6768], [5.6374, -5.0929, 0.1427], [6.2683, -6.3958, -0.9056], [-4.6721, 5.8420, -6.9603], [-4.8074, 4.3110, -7.8336], [-5.4972, 5.7588, -5.3992], [-3.6152, 6.0638, -6.7928], [-5.1248, 6.6351, -7.5603], [-1.2664, -5.4726, 3.3713], [-0.1622, -4.2953, 4.0922], [-0.3876, -6.6495, 2.3877], [-1.7948, -5.9998, 4.1694], [-1.9847, -4.9457, 2.7386], [-2.3870, -6.8610, -8.8701], [-3.0546, -8.0711, -7.7679], [-3.5587, -6.4232, -10.1193], [-2.1242, -5.9667, -8.2998], [-1.4933, -7.2696, -9.3481]],
  "homo_ev": -10.146,
  "e_tot_ev": -466182.23187
}

***

# 3
{
  "formula": "C15H27Cl3O23S5",
  "method": "ωB97M-V with the def2-TZVPD basis set",
  "species": ["C", "Cl", "Cl", "Cl", "H", "C", "C", "C", "O", "C", "O", "O", "H", "H", "H", "H", "H", "H", "C", "C", "O", "S", "O", "O", "O", "H", "H", "H", "H", "C", "C", "O", "S", "O", "O", "O", "H", "H", "H", "H", "C", "C", "O", "S", "O", "O", "O", "H", "H", "H", "H", "C", "C", "O", "S", "O", "O", "O", "H", "H", "H", "H", "C", "C", "O", "S", "O", "O", "O", "H", "H", "H", "H"],
  "xyz": [[2.0600, 28.7583, -16.5131], [3.7106, 29.3696, -16.6540], [1.2892, 29.0391, -14.9899], [1.9816, 27.0218, -16.8521], [1.3699, 29.2386, -17.2068], [-4.3689, 31.6941, -12.3120], [-3.6748, 32.6779, -13.2052], [-3.3038, 31.9353, -14.4718], [-3.6620, 32.9203, -15.4312], [-4.6473, 33.7392, -14.9930], [-5.4808, 34.3017, -15.5570], [-4.7345, 33.5277, -13.6420], [-5.3746, 31.4209, -12.6314], [-4.3062, 32.2803, -11.3952], [-3.7622, 30.8160, -12.0910], [-2.8640, 33.2664, -12.7759], [-3.8472, 31.0048, -14.6356], [-2.2257, 31.7854, -14.5300], [3.4091, 35.2028, -20.1182], [2.4595, 36.2150, -19.4264], [1.3186, 35.4489, -19.1325], [1.6790, 33.8502, -18.8047], [0.8946, 32.8915, -19.6130], [1.7905, 33.6840, -17.3689], [3.2345, 34.0253, -19.4067], [4.4493, 35.5165, -20.0309], [3.0255, 34.9914, -21.1163], [2.2030, 37.1263, -19.9667], [2.9405, 36.5455, -18.5058], [-4.9804, 27.0420, -21.8352], [-5.3440, 28.5437, -21.9489], [-4.8391, 29.1822, -20.8016], [-4.7040, 28.1970, -19.4723], [-5.6627, 28.5134, -18.3832], [-3.2885, 28.1549, -19.0101], [-5.0609, 26.8301, -20.4179], [-3.9312, 26.8710, -22.0757], [-5.6561, 26.3991, -22.3993], [-6.4230, 28.6377, -21.8267], [-5.0133, 29.0152, -22.8743], [10.1191, 27.8968, -15.8182], [9.2918, 29.1242, -15.9665], [10.1423, 30.1628, -15.5346], [11.7706, 29.8728, -15.9141], [12.5889, 30.0035, -14.6934], [12.2894, 30.4852, -17.1513], [11.3497, 28.2867, -16.3470], [9.6685, 27.1207, -16.4369], [10.2837, 27.5913, -14.7849], [8.4062, 29.1102, -15.3311], [9.1478, 29.3353, -17.0261], [3.8923, 22.3275, -14.8137], [4.0808, 22.1364, -13.3482], [5.2833, 22.7293, -12.9411], [5.9779, 23.6032, -14.2064], [7.1104, 22.9295, -14.8823], [6.2983, 24.9474, -13.6749], [4.5912, 23.5155, -15.1240], [2.8487, 22.5228, -15.0605], [4.2036, 21.4941, -15.4435], [4.1011, 21.1035, -13.0004], [3.2647, 22.5822, -12.7795], [-3.3565, 25.9157, -13.8021], [-3.8952, 24.6838, -14.5735], [-5.1447, 24.4429, -14.0036], [-5.5569, 25.3991, -12.7297], [-5.1205, 24.7612, -11.4628], [-7.0022, 25.8136, -12.8892], [-4.3967, 26.5518, -13.1156], [-2.8467, 26.6046, -14.4756], [-2.5612, 25.4820, -13.1958], [-3.4252, 23.7358, -14.3120], [-3.9484, 24.9351, -15.6328]],
  "homo_ev": -10.965,
  "e_above_lowest_ev": 5.018,
  "e_tot_ev": -154819.09739
}